{"formula": "C30H50BCl21F4IO4", "method": "the ωB97M-V functional and the def2-TZVPD basis", "charge": -1, "molar_mass_da": 1432.95, "orbital_gap_ev": 6.24, "homo_ev": -4.45, "symbols": ["C", "C", "C", "C", "C", "C", "C", "C", "C", "C", "C", "C", "C", "O", "B", "C", "C", "C", "C", "O", "O", "C", "F", "F", "C", "F", "F", "O", "C", "Cl", "I", "H", "H", "H", "H", "H", "H", "H", "H", "H", "H", "H", "H", "H", "H", "H", "H", "H", "H", "H", "H", "H", "H", "H", "H", "H", "H", "H", "H", "H", "H", "C", "Cl", "Cl", "H", "H", "C", "Cl", "Cl", "H", "H", "C", "Cl", "Cl", "H", "H", "C", "Cl", "Cl", "H", "H", "C", "Cl", "Cl", "H", "H", "C", "Cl", "Cl", "H", "H", "C", "Cl", "Cl", "H", "H", "C", "Cl", "Cl", "H", "H", "C", "Cl", "Cl", "H", "H", "C", "Cl", "Cl", "H", "H"], "positions_angstrom": [[2.1604, -0.2320, -3.3054], [1.9391, 0.9815, -2.7116], [1.1701, 1.1425, -1.3974], [-0.0207, 0.2015, -1.3423], [-0.9374, 0.3275, -2.5822], [-2.4062, -0.0929, -2.3651], [-3.2804, 1.1268, -2.0296], [-2.5559, -1.2809, -1.3862], [-2.9469, -0.8996, 0.0499], [-2.8994, -2.1954, 0.8582], [-1.7328, -2.4701, 1.5950], [-1.4684, -1.6664, 2.8465], [-0.7421, -3.5016, 1.1304], [1.9833, 0.8965, -0.2636], [2.6533, 2.1161, 0.2517], [4.2633, 1.9659, -0.1121], [4.7377, 2.5463, -1.4625], [5.4293, 1.4198, -2.2769], [6.7995, 1.0895, -1.7016], [7.1928, -0.0928, -1.5594], [7.6240, 2.1462, -1.3232], [2.6562, 2.2378, 1.9053], [3.4352, 1.2282, 2.4540], [3.2095, 3.4443, 2.3271], [1.2961, 2.1327, 2.6085], [1.4844, 2.0668, 3.9929], [0.6350, 0.9827, 2.2668], [1.8983, 3.1864, -0.4691], [0.8480, 2.6769, -1.1422], [0.6253, 3.7002, -2.6344], [-0.9878, 3.0571, 0.0265], [2.1001, -0.2873, -4.3932], [2.4458, -1.1256, -2.7531], [2.3794, 1.8515, -3.1955], [-0.5477, 0.3286, -0.3997], [0.3942, -0.8112, -1.3439], [-0.5295, -0.3259, -3.3565], [-0.8944, 1.3473, -2.9736], [-2.7558, -0.4462, -3.3429], [-4.3088, 0.9875, -2.3577], [-2.9058, 1.9703, -2.6231], [-3.2296, 1.4431, -0.9905], [-1.6246, -1.8536, -1.3320], [-3.3121, -1.9799, -1.7585], [-2.2470, -0.2102, 0.5305], [-3.9684, -0.5159, 0.0831], [-3.7536, -2.8758, 0.8485], [-0.4007, -1.5630, 3.0650], [-1.9134, -0.6732, 2.6989], [-2.0152, -2.1447, 3.6612], [-1.2100, -4.1613, 0.3950], [-0.3012, -4.0765, 1.9545], [0.0317, -2.9453, 0.5919], [4.4869, 0.8974, -0.0409], [4.8633, 2.4502, 0.6726], [3.9268, 2.9366, -2.0818], [5.4516, 3.3569, -1.3040], [5.5042, 1.6845, -3.3353], [4.8363, 0.5192, -2.1349], [7.2637, 2.4806, -0.4910], [0.6805, 3.0201, 2.4350], [-2.9553, -7.0059, -0.5146], [-3.4955, -5.5136, -1.2880], [-2.2884, -6.7080, 1.0956], [-3.8018, -7.6757, -0.4201], [-2.1841, -7.4556, -1.1288], [4.1376, -2.8284, -0.4318], [3.6515, -3.7097, -1.9089], [2.8087, -1.8559, 0.2044], [4.4333, -3.5623, 0.3086], [4.9701, -2.1716, -0.6669], [-5.2886, -4.0452, -5.1859], [-5.2526, -4.7470, -3.5634], [-3.7044, -3.4528, -5.6874], [-5.6089, -4.8087, -5.8853], [-5.9821, -3.2151, -5.1873], [6.7805, -2.2071, -5.1309], [5.2467, -1.9544, -4.3038], [6.7419, -1.6285, -6.8070], [7.5533, -1.6663, -4.5970], [7.0000, -3.2681, -5.1396], [-7.1324, -0.1534, -5.6560], [-5.4876, -0.6455, -6.0866], [-7.9472, -1.3456, -4.6341], [-7.0782, 0.7820, -5.1114], [-7.7080, -0.0280, -6.5653], [-7.6642, -0.5750, 0.9414], [-6.4728, 0.6856, 1.2961], [-7.2776, -1.4538, -0.5421], [-7.6744, -1.2866, 1.7597], [-8.6369, -0.1095, 0.8349], [1.0133, 6.4582, 0.1557], [-0.5356, 6.6202, 0.9977], [0.9648, 7.2077, -1.4464], [1.7763, 6.9548, 0.7428], [1.2445, 5.4015, 0.0441], [0.2927, 2.2465, 7.1852], [-1.2292, 1.3596, 7.0088], [1.0920, 1.8712, 8.7195], [0.9525, 1.9739, 6.3696], [0.0802, 3.3082, 7.1548], [-3.6771, 1.6341, 4.0492], [-4.8311, 0.2876, 3.9534], [-2.8798, 2.0476, 2.5172], [-4.2131, 2.5108, 4.3940], [-2.9070, 1.3616, 4.7617], [4.5688, 1.0202, 10.7492], [5.7100, 0.2361, 11.8507], [2.9476, 1.1244, 11.4418], [4.9213, 2.0233, 10.5420], [4.5164, 0.4424, 9.8342]], "mulliken_charge": [-1.59, -0.41, 1.70, -0.05, -1.58, 1.12, -1.63, -0.95, 1.19, -1.16, 0.62, -0.34, -0.79, -0.12, -0.17, -0.72, -1.20, 0.21, 0.22, -0.58, -0.53, 0.99, -0.35, -0.37, -0.13, -0.27, -0.02, -0.04, 0.20, -0.23, -0.01, 0.29, -0.01, 0.48, -0.35, 0.38, 0.39, 0.37, 0.22, 0.29, 0.53, 0.13, 0.12, 0.43, -0.57, 0.12, 0.46, 0.28, -0.29, 0.33, -0.03, 0.43, -0.10, 0.17, 0.40, 0.10, 0.93, 0.52, -0.19, 0.36, -0.02, -0.44, -0.04, -0.14, 0.32, 0.29, -0.29, -0.19, 0.08, 0.37, 0.07, 0.28, -0.13, -0.16, 0.32, -0.32, -0.37, -0.01, -0.18, 0.23, 0.32, -0.32, -0.11, -0.16, 0.26, 0.33, -0.36, -0.10, -0.12, 0.24, 0.32, 0.82, -0.18, -0.19, 0.33, -0.76, -0.02, -0.19, -0.12, 0.03, 0.28, -0.10, -0.16, -0.16, 0.38, -0.14, -0.24, -0.17, -0.15, 0.28, 0.28]}